Record 1
Below is a structure of composition C58H56NP2Pd in a non-equilibrium geometry, with properties calculated with ωB97M-V/def2-TZVPD.

Geometry (Å):
C -6.4689 -1.3162 -1.2043
C -4.9823 -1.2355 -1.5540
N -4.4831 0.1973 -1.6226
C -4.7831 0.8301 -0.2826
C -6.2643 0.7836 0.0846
C -7.0659 0.0984 -1.0547
C -6.8004 0.8717 -2.3666
C -5.3098 0.8731 -2.6746
H -6.9954 -1.8803 -1.9794
H -6.5713 -1.8712 -0.2659
H -4.3748 -1.7816 -0.8190
H -4.7727 -1.6931 -2.5307
H -4.1745 0.2938 0.4623
H -4.4054 1.8619 -0.3125
H -6.3638 0.2062 1.0116
H -6.6210 1.8029 0.2818
H -8.1309 0.0626 -0.8073
H -7.3317 0.3914 -3.1921
H -7.1433 1.9085 -2.2949
H -4.9322 1.8956 -2.7720
H -5.1039 0.3395 -3.6132
C 0.8676 4.2294 -3.0717
C 0.7651 3.0596 -3.8332
C -0.3496 2.2394 -3.6897
C -1.3367 2.5357 -2.7170
C -2.1539 1.4380 -2.1807
C -1.7684 0.9650 -0.9311
C -1.6289 -0.3156 -0.4001
C -1.8094 -1.5826 -1.0293
C -1.8725 -2.7570 -0.2100
C -2.0023 -4.0116 -0.7863
C -2.0800 -4.1183 -2.1764
C -2.0870 -2.9845 -2.9916
C -1.9151 -1.7194 -2.4414
Pd 0.9105 -0.6200 1.2910
P 1.3371 1.4386 2.1049
C 0.0659 2.7261 1.9864
C 0.3442 3.9752 1.4035
C -0.6450 4.9558 1.3665
C -1.9170 4.7032 1.8894
C -2.1993 3.4505 2.4404
C -1.2147 2.4616 2.4955
C 1.8087 1.1965 3.8317
C 1.5453 2.1697 4.8155
C 1.8155 1.8688 6.1533
C 2.3176 0.6118 6.5180
C 2.5964 -0.3339 5.5271
C 2.3443 -0.0464 4.1854
C 2.7600 2.1224 1.2161
C 3.8599 2.6498 1.9107
C 4.9201 3.1948 1.1862
C 4.8887 3.2115 -0.2111
C 3.7915 2.6762 -0.8945
C 2.7186 2.1295 -0.1880
P 2.2626 -2.1183 0.3130
C 2.5580 -1.7129 -1.4322
C 3.8169 -1.4877 -2.0175
C 3.8879 -1.1405 -3.3723
C 2.7324 -1.0508 -4.1568
C 1.4797 -1.2637 -3.5704
C 1.4062 -1.5892 -2.2174
C 3.8551 -2.0639 1.1267
C 4.2936 -3.1032 1.9652
C 5.3685 -2.8809 2.8309
C 6.0342 -1.6467 2.8317
C 5.6573 -0.6497 1.9200
C 4.5779 -0.8623 1.0612
C 1.5810 -3.7903 0.3916
C 1.6187 -4.6774 -0.7035
C 1.1513 -5.9862 -0.5457
C 0.6444 -6.4196 0.6871
C 0.5395 -5.5134 1.7474
C 0.9942 -4.2002 1.5975
C -1.2440 3.7596 -2.0025
C -0.1466 4.5975 -2.1805
H 1.7376 4.8706 -3.1839
H 1.5741 2.7610 -4.5049
H -0.4224 1.2777 -4.2027
H -2.9019 0.9574 -2.8178
H -1.5056 1.7351 -0.1863
H -1.4230 -0.3345 0.6849
H -1.8298 -2.6238 0.8781
H -1.9809 -4.9021 -0.1555
H -2.0981 -5.0992 -2.6348
H -2.1778 -3.0914 -4.0739
H -1.8655 -0.8118 -3.0591
H 1.3386 4.1857 1.0068
H -0.4171 5.9313 0.9381
H -2.6778 5.4898 1.8821
H -3.1846 3.2442 2.8546
H -1.4171 1.4862 2.9427
H 1.1314 3.1418 4.5274
H 1.6310 2.6247 6.9158
H 2.4994 0.3705 7.5679
H 3.0151 -1.3054 5.7798
H 2.5158 -0.7968 3.4019
H 3.8722 2.6448 3.0028
H 5.7674 3.6163 1.7254
H 5.7166 3.6527 -0.7712
H 3.7477 2.6925 -1.9825
H 1.8571 1.6917 -0.7054
H 4.7235 -1.6245 -1.4262
H 4.8616 -0.9581 -3.8278
H 2.7970 -0.8377 -5.2273
H 0.5661 -1.2099 -4.1663
H 0.4472 -1.7600 -1.7271
H 3.8083 -4.0771 1.9088
H 5.7063 -3.6822 3.4935
H 6.8730 -1.4700 3.5161
H 6.2194 0.2862 1.8591
H 4.2763 -0.0899 0.3483
H 2.0422 -4.3506 -1.6576
H 1.1944 -6.6839 -1.3867
H 0.3416 -7.4639 0.8194
H 0.1230 -5.8344 2.7035
H 0.8897 -3.4806 2.4126
H -1.9877 3.9636 -1.2301
H -0.0512 5.5057 -1.5791

Atoms 1-6, force components in eV/Å:
-0.5 -0.1 0.1
0.8 0.9 -0.2
-1.9 -0.9 0.7
0.8 -0.3 -1.0
-0.5 -0.1 0.1
1.0 0.2 0.1

Results
Total energy: -84595.307 eV
E_LUMO: -4.93 eV
Relative energy (zero: lowest compared OMol25 entry of this formula, charge and spin): 0.000 eV
Total charge: +1
Largest force on an atom: 2.22 eV Å⁻¹

Mulliken population analysis, charges in e, atoms 1 to 6: atom 1 (C): -1.193, atom 2 (C): -0.531, atom 3 (N): 0.587, atom 4 (C): -0.419, atom 5 (C): -1.149, atom 6 (C): 0.108

=====

Record 2
Below is a cluster of 4 separate species, C58H57NO10 in total in a non-equilibrium geometry, with properties calculated with ωB97M-V/def2-TZVPD.

Geometry (Å):
O -0.4416 -1.8289 -2.4658
C -1.0086 -2.6656 -3.1435
C -0.6470 -4.1075 -3.0751
C 0.3604 -4.5195 -2.2108
C 0.6832 -5.8621 -2.1165
C 0.0010 -6.8000 -2.8838
C -0.9959 -6.3946 -3.7550
C -1.3222 -5.0491 -3.8578
C -2.3909 -4.6342 -4.8134
O -2.9411 -5.4471 -5.5245
C -2.7631 -3.1923 -4.8622
C -3.7833 -2.7773 -5.7098
C -4.1555 -1.4419 -5.7416
C -3.5093 -0.5189 -4.9249
C -2.4911 -0.9264 -4.0845
C -2.1106 -2.2600 -4.0536
H 0.8875 -3.7881 -1.6150
H 1.4672 -6.1805 -1.4423
H 0.2497 -7.8496 -2.8021
H -1.5268 -7.1175 -4.3583
H -4.2813 -3.5030 -6.3373
H -4.9493 -1.1192 -6.4019
H -3.7992 0.5238 -4.9374
H -1.9920 -0.2057 -3.4514
O -4.8872 -4.2999 3.3141
C -5.5409 -3.4752 2.7111
C -6.7934 -2.9146 3.2927
C -7.1983 -3.3314 4.5543
C -8.3434 -2.8007 5.1224
C -9.0895 -1.8501 4.4334
C -8.6969 -1.4395 3.1713
C -7.5509 -1.9718 2.5946
C -7.1536 -1.5284 1.2284
O -7.8374 -0.7461 0.6027
C -5.8898 -2.0720 0.6563
C -5.4796 -1.6472 -0.6008
C -4.2962 -2.1223 -1.1389
C -3.5140 -3.0213 -0.4205
C -3.9237 -3.4576 0.8276
C -5.1130 -2.9876 1.3700
H -6.6109 -4.0675 5.0847
H -8.6560 -3.1247 6.1061
H -9.9795 -1.4307 4.8832
H -9.2740 -0.7053 2.6271
H -6.0896 -0.9435 -1.1500
H -3.9760 -1.7894 -2.1164
H -2.5809 -3.3817 -0.8356
H -3.3227 -4.1585 1.3899
O 6.2120 -1.7230 2.4335
C 6.0341 -1.6364 1.2367
C 4.6599 -1.6314 0.6618
C 3.5686 -1.7043 1.5187
C 2.2836 -1.6706 1.0038
C 2.0803 -1.5618 -0.3693
C 3.1654 -1.5032 -1.2272
C 4.4575 -1.5406 -0.7178
C 5.6108 -1.4885 -1.6595
O 5.4377 -1.4591 -2.8596
C 6.9854 -1.4710 -1.0832
C 8.0762 -1.3884 -1.9394
C 9.3591 -1.3482 -1.4215
C 9.5587 -1.3898 -0.0454
C 8.4759 -1.4812 0.8117
C 7.1863 -1.5252 0.2975
H 3.7335 -1.7828 2.5842
H 1.4346 -1.7232 1.6731
H 1.0782 -1.5213 -0.7743
H 3.0144 -1.4233 -2.2952
H 7.9122 -1.3537 -3.0072
H 10.2074 -1.2822 -2.0896
H 10.5622 -1.3521 0.3571
H 8.6231 -1.5183 1.8819
C -1.0860 2.6954 -5.2761
O -1.9353 2.4399 -4.1686
C -1.4564 2.9977 -2.9545
C -2.6100 3.1459 -1.9803
C -3.0719 1.8550 -1.2832
C -2.4643 1.5954 0.0984
C -1.0299 1.0483 0.0743
C -0.2258 1.4862 1.2995
C 1.1180 0.7639 1.4253
C 2.2381 1.4420 0.6352
C 2.9592 2.5313 1.4279
C 3.7473 3.4620 0.5035
C 4.5577 4.5083 1.2513
O 3.7357 5.6331 1.5033
C 4.0148 6.3227 2.7001
C 3.0245 5.9221 3.8005
N 3.0583 6.9144 4.8681
C 2.8244 6.4541 6.2233
C 1.7207 5.4037 6.3660
O 0.5299 5.6530 6.3871
O 2.1531 4.1130 6.4995
H -0.1299 3.1148 -4.9721
H -1.5746 3.3877 -5.9625
H -0.9104 1.7591 -5.8036
H -0.9933 3.9756 -3.1159
H -0.6722 2.3393 -2.5716
H -3.4504 3.5214 -2.5641
H -2.3676 3.9214 -1.2536
H -2.8960 0.9950 -1.9319
H -4.1526 1.9265 -1.1523
H -3.0961 0.8752 0.6169
H -2.4872 2.5263 0.6669
H -1.0703 -0.0418 0.0795
H -0.5049 1.3515 -0.8289
H -0.1039 2.5710 1.2782
H -0.8291 1.2580 2.1819
H 0.9886 -0.2537 1.0626
H 1.3984 0.7300 2.4782
H 2.9685 0.7021 0.3040
H 1.8308 1.9130 -0.2628
H 2.2254 3.1326 1.9696
H 3.6286 2.0825 2.1636
H 3.0270 3.9918 -0.1188
H 4.3987 2.8738 -0.1423
H 5.4157 4.8117 0.6431
H 4.9483 4.0808 2.1782
H 3.9698 7.3948 2.5213
H 5.0230 6.1001 3.0584
H 3.3278 4.9460 4.1682
H 2.0416 5.8619 3.3303
H 2.4667 7.6989 4.6560
H 2.4864 7.3073 6.8063
H 3.7390 6.0947 6.6994
H 3.0923 4.0751 6.3076

Atoms 1-6, force components in eV/Å:
0.1 -0.2 0.0
0.0 0.2 0.1
-0.1 0.0 -0.1
0.0 -0.1 0.0
0.0 0.0 0.0
0.0 0.0 0.0

Results
Total energy: -83036.579 eV
E_LUMO: -1.17 eV
Total charge: 0
Largest force on an atom: 1.85 eV Å⁻¹
SMILES: O=C1c2ccccc2C(=O)c2ccccc21.O=C1c2ccccc2C(=O)c2ccccc21.O=C1c2ccccc2C(=O)c2ccccc21.COCCCCCCCCCCCOCCNCC(=O)O

Mulliken population analysis, charges in e, atoms 1 to 6: atom 1 (O): -0.639, atom 2 (C): 0.056, atom 3 (C): 0.133, atom 4 (C): -0.268, atom 5 (C): -0.784, atom 6 (C): -0.471

=====

Record 3
Below is a cluster of 6 separate species, C58H59N5O15 in total, with properties calculated with ωB97M-V/def2-TZVPD.

Geometry (Å):
C 2.2090 -3.8324 0.1441
O 0.9036 -3.5577 -0.3320
C 0.7847 -3.6721 -1.7434
C -0.6829 -3.6391 -2.1314
C -0.8145 -3.4826 -3.6586
C -2.0992 -2.7486 -4.0911
C -1.8122 -1.3046 -4.5485
C -1.9181 -0.3133 -3.3659
C -0.8441 0.7999 -3.3874
C 0.3151 0.4690 -2.4804
C 0.2745 0.6932 -1.1494
C -0.9656 1.3614 -0.6001
C -1.1613 1.4268 0.9040
C -1.4017 0.0596 1.5711
O -0.1303 2.1839 1.5518
C 1.4675 0.2678 -0.3499
O 1.4630 -0.0653 0.8112
C 2.7714 0.1949 -1.0805
C 3.9790 0.2899 -0.3986
C 5.1806 0.1741 -1.0810
C 5.2074 -0.0574 -2.4603
C 6.5180 -0.2224 -3.1886
O 7.3553 0.9213 -3.1201
C 8.2918 0.9266 -2.1070
C 9.2791 -0.0396 -2.0132
C 10.2197 0.0051 -0.9889
C 10.1593 1.0325 -0.0579
C 9.1806 2.0141 -0.1627
C 8.2481 1.9722 -1.1886
C 3.9972 -0.1423 -3.1349
C 2.7959 -0.0185 -2.4492
C 1.4922 -0.1429 -3.1527
O 1.4267 -0.6901 -4.2316
H 2.1724 -4.6315 0.8837
H 2.8715 -4.1270 -0.6702
H 2.6311 -2.9419 0.6137
H 1.3323 -2.8397 -2.1997
H 1.2020 -4.6236 -2.0875
H -1.1056 -4.5902 -1.8103
H -1.1844 -2.8173 -1.6250
H 0.0365 -2.8841 -3.9870
H -0.7256 -4.4524 -4.1463
H -2.7723 -2.7004 -3.2313
H -2.6444 -3.2895 -4.8614
H -0.8250 -1.2577 -5.0003
H -2.5236 -1.0437 -5.3346
H -1.8130 -0.8984 -2.4551
H -2.9218 0.1062 -3.3989
H -0.4551 0.8688 -4.4027
H -1.2582 1.7796 -3.1648
H -1.8415 0.8469 -0.9912
H -1.0122 2.3880 -0.9534
H -2.0871 1.9927 1.0485
H -1.1252 -0.7762 0.9322
H -0.7308 0.0183 2.4258
H -2.4054 -0.0343 1.9673
H -0.5718 2.8088 2.1268
H 3.9783 0.4433 0.6715
H 6.1049 0.2510 -0.5262
H 7.0192 -1.1053 -2.7858
H 6.3075 -0.4496 -4.2325
H 9.3387 -0.8464 -2.7328
H 10.9909 -0.7475 -0.9340
H 10.8682 1.0959 0.7564
H 9.1345 2.8151 0.5619
H 7.4753 2.7174 -1.3090
H 3.9762 -0.3047 -4.2049
O 2.4830 1.7004 8.8720
N 1.6477 0.9303 8.4428
O 0.9192 0.2476 9.1351
C 1.5085 0.8150 6.9836
C 2.3454 1.5533 6.1668
C 2.2195 1.4261 4.7921
C 1.2664 0.5718 4.2516
C 0.4308 -0.1549 5.0910
C 0.5491 -0.0361 6.4666
H 3.0847 2.2158 6.5917
H 2.8682 1.9937 4.1388
H 1.1722 0.4796 3.1774
H -0.3146 -0.8161 4.6678
H -0.0964 -0.5987 7.1252
O -2.3256 4.2092 -1.3480
N -1.8108 4.6575 -2.3548
O -2.0765 4.2934 -3.4818
C -0.7863 5.6982 -2.1932
C -0.4319 6.0972 -0.9174
C 0.5499 7.0631 -0.7695
C 1.1574 7.6155 -1.8894
C 0.7824 7.2063 -3.1626
C -0.1964 6.2390 -3.3211
H -0.9078 5.6621 -0.0515
H 0.8432 7.3829 0.2207
H 1.9272 8.3663 -1.7696
H 1.2555 7.6387 -4.0332
H -0.4910 5.9134 -4.3075
O -4.7064 -1.9360 3.8308
N -3.6696 -1.9124 4.4624
O -2.6310 -1.4257 4.0563
C -3.6774 -2.4753 5.8199
C -4.8445 -3.0325 6.3090
C -4.8456 -3.5583 7.5899
C -3.6913 -3.5216 8.3595
C -2.5299 -2.9533 7.8531
C -2.5185 -2.4245 6.5736
H -5.7407 -3.0530 5.7069
H -5.7501 -3.9958 7.9888
H -3.6969 -3.9345 9.3594
H -1.6330 -2.9204 8.4563
H -1.6203 -1.9792 6.1737
O -5.5406 1.3805 9.4619
N -5.1750 0.8226 8.4485
O -4.9138 -0.3615 8.3640
C -5.0326 1.6356 7.2302
C -5.2841 2.9938 7.2880
C -5.1292 3.7485 6.1360
C -4.7315 3.1409 4.9511
C -4.4907 1.7738 4.9121
C -4.6413 1.0140 6.0604
H -5.5935 3.4588 8.2121
H -5.3177 4.8129 6.1634
H -4.6094 3.7356 4.0552
H -4.1847 1.2975 3.9898
H -4.4570 -0.0477 6.0446
O -3.8425 -4.1896 -6.4358
N -3.4782 -4.7944 -7.4249
O -3.1924 -5.9733 -7.4486
C -3.3672 -4.0360 -8.6803
C -3.6476 -2.6821 -8.6711
C -3.5237 -1.9669 -9.8512
C -3.1271 -2.6097 -11.0165
C -2.8569 -3.9719 -11.0065
C -2.9756 -4.6952 -9.8307
H -3.9553 -2.1894 -7.7607
H -3.7344 -0.9065 -9.8605
H -3.0271 -2.0470 -11.9353
H -2.5504 -4.4714 -11.9151
H -2.7648 -5.7540 -9.8141

Atoms 1-6, force components in eV/Å:
-0.1 0.2 0.0
0.0 -0.3 -0.1
-0.3 0.2 0.5
0.6 -0.2 -0.5
-0.1 0.3 0.3
0.1 0.1 0.0

Results
Total energy: -99251.519 eV
E_LUMO: -0.81 eV
Total charge: 0
Largest force on an atom: 0.93 eV Å⁻¹
SMILES: COCCCCCCCC1=C(C[C@@H](C)O)C(=O)c2ccc(COc3ccccc3)cc2C1=O.O=[N+]([O-])c1ccccc1.O=[N+]([O-])c1ccccc1.O=[N+]([O-])c1ccccc1.O=[N+]([O-])c1ccccc1.O=[N+]([O-])c1ccccc1

Mulliken population analysis, charges in e, atoms 1 to 6: atom 1 (C): -0.760, atom 2 (O): -0.334, atom 3 (C): -0.375, atom 4 (C): -0.354, atom 5 (C): -0.616, atom 6 (C): -0.722

=====

no.,HOMO (eV),Kohn-Sham gap (eV)
1,-9.0,4.09
2,-9.2,8.04
3,-9.0,8.21